Record 1
A structure of composition C40H31F9N4O2PPtS. Source: the Open Molecules 2025 dataset; level of theory: ωB97M-V/def2-TZVPD.

Summary:
LUMO energy: -3.39 eV
Gap between HOMO and LUMO: 6.98 eV
Charge: +1
HOMO: -10.4 eV

Last column: Mulliken charge in e.
Element x y z (Å)
F 1.665 3.586 7.618  -0.245
C 0.012 4.266 0.082  -0.402
N 1.947 -0.450 0.661  0.681
C 2.886 0.390 1.072  -0.343
H -2.380 -1.053 -2.444  0.534
H 1.398 1.136 6.014  0.456
H 0.137 6.120 -0.984  0.434
F 0.339 6.057 -3.704  -0.251
H 2.386 -4.742 -1.768  0.315
F -5.638 -0.129 -0.978  -0.265
C -4.509 0.834 0.892  -0.587
H 0.697 -5.159 3.908  0.447
F -4.300 -2.734 -1.967  -0.695
N -1.930 -0.374 1.849  0.256
H -3.259 -3.148 -1.862  0.555
H -2.273 -6.267 1.051  0.497
H 4.755 -1.789 -0.359  0.450
C 1.225 3.665 3.100  -0.292
F -6.237 -0.790 1.002  -0.271
F 1.950 4.714 -4.242  -0.275
H 1.416 -6.229 -1.718  0.273
H 1.209 4.380 2.290  0.407
C 1.340 1.844 5.198  -1.342
H 2.051 -3.063 -3.289  0.515
H -0.644 0.238 -3.690  0.500
P -0.182 1.830 1.443  0.639
H 6.172 -0.047 0.705  0.323
H -0.513 4.708 0.920  0.724
C 3.923 -1.234 0.035  -0.821
C -4.032 1.885 0.228  -0.726
C 1.504 -5.247 -2.172  -0.942
C -1.107 -2.717 -2.104  0.124
N -2.158 -3.435 -1.498  -0.025
S -3.832 -1.662 0.233  0.057
C -1.386 -1.453 -2.598  -0.449
C 0.352 -3.768 2.332  -0.556
H 2.726 1.300 1.626  0.527
N 4.096 -0.048 0.708  0.202
C 0.726 1.492 4.011  -0.324
C -0.417 -0.745 -3.297  -0.890
C 1.288 3.141 -2.117  -1.107
H 1.108 1.273 -1.088  0.319
H 1.068 -3.041 2.696  0.421
C -3.885 0.351 2.161  -0.235
H 2.304 4.991 4.396  0.519
C 1.092 -2.613 -3.073  -0.462
O -0.112 -2.338 0.501  -0.274
H 0.322 0.494 3.891  0.326
C -1.515 -5.578 1.406  -0.847
H 1.567 -0.806 -4.111  0.433
C -1.285 -4.404 0.666  1.175
C -1.981 1.989 1.597  -0.259
C 0.138 -3.311 -2.342  0.790
C 1.852 4.015 4.288  -1.075
H -4.573 0.162 2.980  0.453
C -2.478 0.877 2.475  -0.505
C 1.015 4.496 -2.082  0.186
O 0.314 -4.552 -1.834  -0.379
C -0.804 -5.873 2.545  -0.970
H -0.986 -6.790 3.086  0.410
H 5.440 0.876 2.023  0.345
H 5.441 1.530 0.367  0.334
H 1.769 2.706 -2.982  0.586
F 3.245 4.617 6.558  -0.275
C 0.307 2.898 0.071  0.742
H 1.605 -5.350 -3.254  0.381
C 5.362 0.627 0.967  -0.884
C 0.137 -4.951 3.005  -0.622
C -5.202 -0.357 0.254  0.989
H 2.030 -2.301 -0.397  0.350
C -2.752 2.488 0.617  0.149
C 1.404 5.396 -3.229  0.731
C 1.904 3.106 5.331  0.164
H -2.235 1.001 3.530  0.642
C 0.651 2.405 2.954  0.358
H -4.421 2.133 -0.752  0.525
C 0.929 2.339 -1.041  -0.306
C -0.344 -3.460 1.150  0.831
H -2.336 3.200 -0.084  0.414
H -3.145 -4.686 -0.352  0.474
F 2.297 6.316 -2.827  -0.248
Pt -0.041 -0.398 1.129  0.902
C -3.129 -0.780 1.534  -0.493
F 3.437 2.508 7.010  -0.255
C 0.815 -1.331 -3.535  -0.808
C 2.588 -1.482 0.015  -0.333
C 0.367 5.062 -0.989  -1.370
C 2.571 3.464 6.636  0.808
C -2.184 -4.180 -0.450  -1.265

=====

Record 2
A structure of composition C40H31MnN4O2P2STe. Source: the Open Molecules 2025 dataset; level of theory: ωB97M-V/def2-TZVPD.

Summary:
LUMO energy (spin up / spin down): -3.77 / -3.77 eV
Gap between HOMO and LUMO (spin up / spin down): 5.19 / 5.30 eV
Multiplicity: 6
Charge: +1
HOMO (spin up / spin down): -9.0 / -9.1 eV
<S²>: 8.77

Last column: Mulliken spin population.
Element x y z (Å)
C -0.021 -2.200 -1.835  -0.021
H -6.415 1.590 0.261  0.000
C -3.026 1.306 0.600  -0.042
H -3.018 4.854 -0.781  0.000
H -0.757 5.125 2.930  -0.001
C 3.968 0.416 0.619  0.068
C 5.808 1.183 1.952  0.001
C 0.804 -5.946 1.792  0.005
H 3.755 2.031 -1.526  0.000
C -4.195 -0.708 1.453  -0.017
H 2.261 6.070 -0.018  0.000
C 0.462 1.229 -1.496  -0.003
H -0.257 0.518 -1.030  -0.149
C -5.456 1.160 0.509  0.003
H -2.054 -1.556 -1.626  0.003
C 2.279 2.822 -2.862  0.011
H 2.984 3.451 -3.386  0.001
H 0.606 3.440 -4.047  0.000
H -2.763 -3.227 3.217  0.000
H 1.355 -3.465 -4.647  0.000
C -0.164 -4.542 0.101  0.005
C 1.634 5.520 0.656  0.006
H 0.334 7.012 1.491  0.000
H 4.469 -0.627 -1.189  0.001
C -5.422 -0.132 0.988  0.001
C -1.883 3.143 -0.184  0.015
Te 0.106 1.940 3.000  0.070
C 0.042 1.996 -2.574  0.051
N 2.005 -1.328 -0.235  0.037
C -1.745 -1.536 2.402  0.017
C 1.815 1.220 -1.129  0.107
N -6.662 -0.856 1.001  0.000
S 1.883 3.831 0.847  0.003
H 3.741 1.485 2.462  0.009
H 2.023 -4.957 3.250  0.000
H 2.684 -2.011 0.092  0.000
C 0.610 -3.044 -3.988  0.000
H 1.733 -2.729 2.249  -0.003
C 2.715 2.026 -1.816  0.008
H -5.208 3.721 -0.392  0.000
H -0.786 -4.425 -0.774  0.001
H 7.754 0.735 1.186  0.000
C 1.257 -3.591 1.797  0.015
H -0.492 -6.648 0.240  0.000
C -2.994 0.022 1.249  0.042
H 6.177 1.679 2.835  0.000
H -0.929 3.604 -0.414  -0.013
H -2.643 -2.130 -3.968  0.000
N -1.857 1.909 0.307  -0.036
P 0.345 -1.787 -0.099  0.098
H 1.950 -2.900 -2.319  0.000
H -0.930 -3.074 -5.471  0.000
C 4.852 -0.129 -0.308  -0.001
H 0.947 -6.925 2.223  0.000
C 0.946 2.815 -3.235  0.004
C -3.070 3.842 -0.411  0.006
C -1.312 -1.976 -2.300  0.017
H -4.969 -2.530 2.305  0.000
C -1.640 -2.293 -3.607  0.003
H -0.990 1.967 -2.896  0.002
C 0.003 -5.791 0.673  -0.002
N -1.796 -0.421 1.682  0.047
C 4.443 1.070 1.750  -0.001
C 0.607 3.734 2.028  -0.004
C -4.273 3.224 -0.187  -0.002
C -4.281 1.904 0.315  -0.001
H -0.772 -1.805 2.793  -0.003
C 0.492 -3.441 0.643  0.022
C 6.213 -0.012 -0.097  0.002
H 6.905 -0.441 -0.807  0.000
Mn -0.169 0.642 0.636  4.820
C 6.690 0.645 1.029  -0.001
O -6.622 -2.071 1.084  0.000
C -0.678 -2.825 -4.451  0.000
C 1.419 -4.842 2.363  -0.001
C -2.864 -2.317 2.650  0.004
C 0.048 4.965 2.235  0.010
C 0.945 -2.733 -2.682  -0.002
P 2.182 0.272 0.390  -0.211
C -4.089 -1.925 2.153  0.002
O -7.683 -0.205 0.891  0.000
C 0.634 5.980 1.454  0.000

=====

We obtain calculated total energy values of -3669.83551 -4412.03106 hartree for the records listed above, in that order.